Entry from the Open Molecules 2025 dataset: 14 unconnected molecules or ions with the total composition C28H84O24 (ωB97M-V/def2-TZVPD).

Last column: Löwdin charge in e.
Geometry (Å):
1 C -4.8891 2.4808 -5.4560  -0.081
2 C -5.1124 0.9357 -5.2480  -0.307
3 O -4.9202 0.6084 -3.8798  -0.091
4 H -5.0859 2.6942 -6.5067  0.065
5 H -3.8556 2.6861 -5.1770  0.066
6 H -5.5589 3.0607 -4.8211  0.064
7 H -4.3163 0.4446 -5.8076  0.104
8 H -6.0983 0.6390 -5.6059  0.104
9 H -5.7483 0.8183 -3.4418  0.078
10 C -0.9993 -4.5419 -5.2297  -0.109
11 C -0.4270 -5.2304 -6.4201  -0.339
12 O 0.0563 -6.5233 -6.0785  -0.067
13 H -1.4367 -3.5800 -5.4971  0.076
14 H -0.2391 -4.3763 -4.4664  0.068
15 H -1.7780 -5.0758 -4.6851  0.074
16 H 0.3025 -4.5613 -6.8764  0.109
17 H -1.2506 -5.2694 -7.1330  0.108
18 H -0.3468 -7.1763 -6.6552  0.080
19 C 2.0008 2.7638 -7.0567  -0.093
20 C 1.1431 3.1654 -8.2335  -0.351
21 O 1.9146 3.0889 -9.3886  -0.076
22 H 2.7674 3.5218 -6.8961  0.073
23 H 2.3697 1.7398 -6.9970  0.079
24 H 1.3930 2.9244 -6.1663  0.067
25 H 0.6891 4.1477 -8.1028  0.107
26 H 0.3017 2.4862 -8.3708  0.111
27 H 2.6363 3.7191 -9.3274  0.082
28 C -0.7532 -6.3208 -0.3954  -0.087
29 C -1.5890 -7.4125 0.1875  -0.328
30 O -2.1769 -6.9407 1.4058  -0.099
31 H -0.1507 -6.7990 -1.1676  0.076
32 H -0.0337 -5.9507 0.3350  0.080
33 H -1.3867 -5.5284 -0.7940  0.076
34 H -0.9610 -8.2333 0.5339  0.108
35 H -2.3508 -7.8209 -0.4766  0.109
36 H -2.5007 -7.6647 1.9467  0.076
37 C -0.1587 6.0978 -1.6444  -0.223
38 C -0.7747 6.4097 -2.9893  -0.244
39 O 0.2560 6.8740 -3.8829  -0.065
40 O -1.0614 5.2237 -0.9080  -0.084
41 H 0.0527 6.9890 -1.0536  0.120
42 H 0.8217 5.6245 -1.6990  0.117
43 H -1.5952 7.1142 -2.8530  0.117
44 H -1.3271 5.5314 -3.3231  0.109
45 H -0.1083 7.2186 -4.7016  0.078
46 H -1.0137 4.3523 -1.3078  0.068
47 C 6.3526 2.1406 -2.4595  -0.258
48 C 6.3596 2.5748 -1.0048  -0.284
49 O 6.6003 1.5471 -0.1126  -0.038
50 O 5.1042 1.5316 -2.6601  -0.070
51 H 7.1247 1.4568 -2.8122  0.119
52 H 6.3485 2.9728 -3.1634  0.120
53 H 5.3949 3.0391 -0.8001  0.130
54 H 7.0896 3.3834 -0.9673  0.113
55 H 7.4808 1.2306 -0.3276  0.093
56 H 5.2246 0.7477 -2.1193  0.077
57 C -0.1473 0.1441 -1.3592  -0.223
58 C 0.3618 0.3907 0.0712  -0.273
59 O -0.6693 0.3404 0.9919  -0.061
60 O -1.0625 1.1601 -1.7920  -0.067
61 H -0.5540 -0.8665 -1.3229  0.117
62 H 0.6875 0.1984 -2.0579  0.112
63 H 0.8512 1.3541 0.2141  0.120
64 H 1.0838 -0.3809 0.3386  0.118
65 H -0.7723 -0.5803 1.2436  0.086
66 H -1.8737 0.7075 -2.0343  0.075
67 C 5.5829 0.5719 5.0928  -0.240
68 C 6.6433 -0.3999 5.5542  -0.250
69 O 7.8990 -0.0919 4.9549  -0.061
70 O 4.8637 0.0824 3.9600  -0.073
71 H 5.9565 1.5849 4.9433  0.121
72 H 4.8044 0.8014 5.8203  0.116
73 H 6.3672 -1.4287 5.3232  0.117
74 H 6.6348 -0.4007 6.6442  0.111
75 H 8.5543 -0.7372 5.2300  0.082
76 H 5.3854 0.2141 3.1649  0.082
77 C 2.2166 5.1813 3.4695  -0.220
78 C 0.9166 5.6358 4.2489  -0.250
79 O 0.5200 6.9554 3.9697  -0.061
80 O 3.4403 5.8186 3.8109  -0.069
81 H 2.0929 5.4186 2.4129  0.117
82 H 2.2827 4.1105 3.6624  0.108
83 H 1.0798 5.5063 5.3188  0.106
84 H 0.1014 4.9440 4.0370  0.109
85 H -0.3852 7.0598 4.2719  0.083
86 H 3.7381 5.5522 4.6838  0.079
87 C -6.0087 -2.8833 1.8509  -0.258
88 C -4.6927 -2.9022 1.0507  -0.269
89 O -3.6319 -3.1361 1.9179  -0.045
90 O -7.1877 -2.6218 1.1222  -0.069
91 H -5.9633 -2.2027 2.7011  0.119
92 H -6.1909 -3.8734 2.2687  0.114
93 H -4.5737 -1.9143 0.6059  0.115
94 H -4.7865 -3.5324 0.1663  0.122
95 H -3.5347 -4.0908 1.8906  0.082
96 H -7.8409 -3.1103 1.6284  0.080
97 C -5.6650 2.9746 1.5442  -0.217
98 C -7.0298 3.0181 2.1948  -0.274
99 O -7.1093 2.6283 3.5448  -0.050
100 O -4.9052 4.0758 2.1293  -0.083
101 H -5.6801 3.0789 0.4593  0.116
102 H -5.2120 2.0230 1.8223  0.114
103 H -7.7560 2.4773 1.5880  0.120
104 H -7.3322 4.0640 2.1427  0.116
105 H -6.6448 3.2888 4.0640  0.084
106 H -4.0627 4.0652 1.6691  0.074
107 C -3.1562 0.4861 7.3878  -0.236
108 C -3.0468 0.8424 5.8114  -0.223
109 O -1.6667 0.9644 5.5523  -0.079
110 O -2.9500 -0.8839 7.5702  -0.050
111 H -4.1984 0.7128 7.6127  0.106
112 H -2.5675 1.1909 7.9749  0.113
113 H -3.6211 1.7244 5.5280  0.102
114 H -3.4951 0.0656 5.1920  0.111
115 H -1.5142 1.0266 4.6066  0.082
116 H -2.0893 -0.9599 7.1518  0.073
117 C 0.5228 -3.7713 5.5572  -0.242
118 C 1.7752 -3.9143 4.7057  -0.238
119 O 1.7063 -2.9757 3.6330  -0.074
120 O 0.7199 -2.6835 6.4406  -0.067
121 H 0.3708 -4.7057 6.0975  0.118
122 H -0.3516 -3.5420 4.9481  0.120
123 H 1.8434 -4.9077 4.2624  0.110
124 H 2.7076 -3.7778 5.2536  0.122
125 H 2.3249 -2.2521 3.7571  0.077
126 H 0.8050 -1.9403 5.8390  0.074
127 C 4.1941 -5.3180 -2.7263  -0.283
128 C 4.2203 -3.8265 -2.8974  -0.258
129 O 4.6699 -3.1125 -1.7599  -0.056
130 O 5.4401 -5.9427 -2.7216  -0.052
131 H 3.5509 -5.8163 -3.4517  0.121
132 H 3.7943 -5.4812 -1.7255  0.123
133 H 3.2324 -3.4390 -3.1465  0.122
134 H 4.8931 -3.6650 -3.7397  0.115
135 H 5.5649 -3.4046 -1.5721  0.082
136 H 5.7489 -5.9458 -3.6306  0.087

Properties
Kohn-Sham gap (eV): 10.0
F_max (Eh/bohr): 0.0728
LUMO energy (eV): 0.20
Highest occupied orbital energy (eV): -9.8
M (g/mol): 805.0
Energy relative to the best compared isomer or geometry (same formula, charge and spin) (eV): 4.614



Entry from the Open Molecules 2025 dataset: a molecular structure, C6H11BO5P (ωB97M-V/def2-TZVPD).

Last column: natural (NBO) charge in e.
Geometry (Å):
1 O 0.6613 1.4362 -0.8607  -0.933
2 B -0.2034 2.2314 -1.5964  1.246
3 O 0.1873 3.5629 -1.7136  -0.948
4 O -1.2845 1.7351 -2.1762  -1.040
5 P -2.7495 2.3452 -1.2787  0.617
6 H 1.4963 1.9195 -0.8192  0.478
7 H 0.0062 3.8692 -2.6091  0.485
8 H -1.8675 2.7009 -0.1352  -0.203
9 H -2.8908 1.0124 -0.6908  -0.173
10 H -3.5962 1.9490 -2.3992  -0.178
11 H -2.5731 3.6687 -1.8645  -0.178
12 H -3.9049 2.8385 -0.5288  -0.156
13 C 2.6032 -2.8546 2.0370  -0.234
14 C 1.5352 -3.6313 2.1792  -0.238
15 C 0.2367 -3.2793 1.5455  0.491
16 O -0.7314 -3.9976 1.6846  -0.509
17 C 0.1789 -2.0315 0.7489  -0.245
18 C 1.2480 -1.2504 0.6037  -0.234
19 C 2.5422 -1.6029 1.2363  0.480
20 O 3.5257 -0.9033 1.1112  -0.505
21 H 3.5584 -3.0911 2.4899  0.220
22 H 1.5557 -4.5475 2.7564  0.220
23 H -0.7747 -1.7899 0.2955  0.249
24 H 1.2135 -0.3329 0.0222  0.288

Properties
Kohn-Sham gap (eV): 4.3
F_max (Eh/bohr): 0.0228
LUMO energy (eV): 0.91
Charge: -1
Highest occupied orbital energy (eV): -3.4
M (g/mol): 204.9



Entry from the Open Molecules 2025 dataset: 4 unconnected molecules or ions with the total composition C4H17NO4S (ωB97M-V/def2-TZVPD).

Last column: natural (NBO) charge in e.
Geometry (Å):
1 C -1.1024 -2.5193 -0.3780  -0.608
2 C -0.4877 -1.2385 0.2563  -0.076
3 C 0.5647 -1.4021 1.3474  -0.543
4 S 2.2260 -0.6367 1.3930  -0.002
5 N 0.0442 -0.4275 -0.8857  -0.658
6 C 0.0152 1.0078 -0.7487  0.070
7 O -1.2258 1.6594 -0.6791  -0.761
8 H -1.2227 -2.5060 -1.4617  0.214
9 H -0.4439 -3.3610 -0.2079  0.208
10 H -2.0306 -2.7628 0.1063  0.218
11 H -1.3897 -0.7135 0.6062  0.190
12 H 0.7685 -2.4603 1.5523  0.220
13 H 0.0130 -1.1483 2.2560  0.228
14 H 2.5897 -0.9622 0.1651  0.095
15 H -0.2727 -0.7595 -1.7862  0.374
16 H 0.4584 1.4753 -1.6440  0.188
17 H 0.7366 1.2834 0.0421  0.149
18 H -1.9551 1.0790 -0.4456  0.486
19 O 3.4806 0.0651 -2.0432  -0.918
20 H 3.1109 -0.6392 -1.4989  0.456
21 H 3.8400 0.6367 -1.3615  0.466
22 O -3.0652 0.7616 1.7401  -0.938
23 H -3.0972 1.7263 1.7193  0.474
24 H -2.5831 0.6645 2.5680  0.469
25 O 0.6381 3.9919 -0.1717  -0.939
26 H 0.5895 3.0998 0.1888  0.465
27 H -0.1994 4.0861 -0.6287  0.473

Properties
Kohn-Sham gap (eV): 9.6
F_max (Eh/bohr): 0.0642
LUMO energy (eV): 0.26
Highest occupied orbital energy (eV): -9.3
M (g/mol): 175.2
Energy relative to the best compared isomer or geometry (same formula, charge and spin) (eV): 0.769



Entry from the Open Molecules 2025 dataset: a molecular structure, C23H26AsAuF10N3O (ωB97M-V/def2-TZVPD).

Last column: natural (NBO) charge in e.
Geometry (Å):
1 Au 0.2681 -0.5951 0.0290  1.132
2 C -1.5863 -3.7397 0.2367  -0.395
3 N -1.5705 -2.3930 0.7693  -0.464
4 C -1.3682 -2.4239 2.2158  -0.222
5 C -0.6894 -1.2172 2.8794  -0.221
6 N 0.4838 -0.7654 2.1628  -0.778
7 C 1.4006 -0.0469 2.8629  0.078
8 C 2.7843 -0.1887 2.6234  0.343
9 F 3.2148 -1.1120 1.7617  -0.298
10 C 3.7453 0.5219 3.3120  0.250
11 F 5.0468 0.3069 3.0548  -0.308
12 C 3.3962 1.4106 4.3155  0.217
13 F 4.3381 2.0917 4.9940  -0.309
14 C 2.0565 1.5684 4.6022  0.266
15 F 1.6758 2.4434 5.5482  -0.307
16 C 1.0987 0.8700 3.8874  0.258
17 F -0.1878 1.1794 4.1630  -0.321
18 C -2.7422 -1.6678 0.3065  -0.214
19 C -2.7814 -0.2128 0.7340  -0.231
20 N -1.5800 0.5233 0.3695  -0.707
21 C -1.5851 1.8570 0.5907  0.093
22 C -2.5686 2.5973 1.3057  0.241
23 F -3.6138 1.9815 1.9132  -0.326
24 C -2.5372 3.9669 1.4872  0.280
25 F -3.5267 4.5561 2.1773  -0.305
26 C -1.5077 4.7379 0.9936  0.203
27 F -1.4808 6.0721 1.1634  -0.306
28 C -0.5069 4.0763 0.3113  0.271
29 F 0.5183 4.7757 -0.1984  -0.304
30 C -0.5515 2.7121 0.1224  0.305
31 F 0.4900 2.2018 -0.5701  -0.331
32 H -2.4675 -4.3143 0.5757  0.152
33 H -0.6861 -4.2717 0.5406  0.207
34 H -1.6125 -3.7063 -0.8516  0.191
35 H -0.7444 -3.2965 2.4131  0.197
36 H -2.3315 -2.5848 2.7345  0.161
37 H -0.3831 -1.6003 3.8652  0.177
38 H -1.4151 -0.4229 3.0887  0.174
39 H -3.6662 -2.1517 0.6762  0.159
40 H -2.7547 -1.7357 -0.7867  0.189
41 H -2.9693 -0.2073 1.8125  0.181
42 H -3.6740 0.2320 0.2770  0.185
43 C 3.6929 -0.0773 -2.3935  -0.609
44 C 2.3554 0.5503 -2.7537  -0.730
45 As 0.7711 -0.4590 -2.2290  1.392
46 C -0.6348 0.5766 -3.1647  -0.773
47 C -0.3861 0.9256 -4.6275  -0.618
48 C 0.9258 -2.0230 -3.3626  -0.743
49 C -0.3437 -2.8443 -3.5183  -0.610
50 H 4.5028 0.5665 -2.7490  0.189
51 H 3.8125 -1.0538 -2.8656  0.194
52 H 3.7639 -0.2190 -1.3194  0.259
53 H 2.2691 0.6750 -3.8369  0.196
54 H 2.2461 1.5375 -2.3002  0.232
55 H -0.7837 1.4726 -2.5602  0.235
56 H -1.5526 -0.0086 -3.0557  0.215
57 H 0.4971 1.5528 -4.7497  0.205
58 H -1.2331 1.4790 -5.0412  0.206
59 H -0.2510 0.0331 -5.2434  0.195
60 H 1.7437 -2.6100 -2.9505  0.252
61 H 1.2554 -1.6294 -4.3294  0.205
62 H -0.6593 -3.2502 -2.5592  0.209
63 H -0.1824 -3.6850 -4.1968  0.203
64 H -1.1663 -2.2492 -3.9211  0.198
65 O 1.9287 -1.2885 -0.7420  -1.065

Properties
Kohn-Sham gap (eV): 6.8
F_max (Eh/bohr): 0.0371
LUMO energy (eV): 2.70
Charge: -1
Highest occupied orbital energy (eV): -4.1
M (g/mol): 822.3
Energy relative to the best compared isomer or geometry (same formula, charge and spin) (eV): 0.425



Entry from the Open Molecules 2025 dataset: C20H23N3O4S in the gas phase (ωB97M-V/def2-TZVPD).

Last column: natural (NBO) charge in e.
Geometry (Å):
1 C -6.9283 -1.2655 0.6207  -0.607
2 C -5.4357 -1.5677 0.5709  -0.411
3 C -4.6484 -0.5653 -0.2751  -0.085
4 C -4.9813 -0.6348 -1.7744  -0.065
5 O -4.1337 0.1955 -2.5254  -0.717
6 N -3.2099 -0.7551 -0.1385  -0.890
7 S -2.4353 -0.0443 1.1830  2.316
8 O -3.3683 0.7836 1.8902  -0.934
9 O -1.7733 -1.0972 1.8998  -0.941
10 C -1.1890 0.9363 0.3484  -0.348
11 C 0.0999 0.4483 0.4294  -0.193
12 C 1.1440 1.1069 -0.2117  0.001
13 C 2.5279 0.6189 -0.1246  0.141
14 N 3.4249 1.5219 0.1177  -0.198
15 N 4.6998 1.1973 0.2674  -0.220
16 C 5.5989 2.2950 0.5459  -0.408
17 C 5.2165 -0.0839 0.2236  0.618
18 O 6.4014 -0.2787 0.4249  -0.614
19 C 4.2294 -1.1155 -0.1004  -0.125
20 C 4.6471 -2.4399 -0.2432  -0.150
21 C 3.7420 -3.4133 -0.5975  -0.204
22 C 2.4122 -3.0706 -0.8377  -0.202
23 C 1.9831 -1.7708 -0.6964  -0.148
24 C 2.8794 -0.7707 -0.2973  -0.069
25 C 0.8563 2.2811 -0.9053  -0.159
26 C -0.4364 2.7602 -0.9721  -0.215
27 C -1.4954 2.0955 -0.3544  0.041
28 C -2.8859 2.6261 -0.4534  -0.673
29 H -7.3819 -1.3671 -0.3617  0.201
30 H -7.0953 -0.2534 0.9797  0.210
31 H -7.4245 -1.9557 1.2984  0.218
32 H -5.0250 -1.5283 1.5825  0.220
33 H -5.2741 -2.5756 0.1775  0.194
34 H -4.8423 0.4457 0.0918  0.226
35 H -5.9965 -0.2822 -1.9578  0.192
36 H -4.8980 -1.6770 -2.1187  0.152
37 H -3.2295 -0.0020 -2.2456  0.476
38 H -2.9418 -1.7283 -0.1821  0.405
39 H 0.2690 -0.4299 1.0324  0.251
40 H 5.0028 3.1954 0.6639  0.224
41 H 6.1614 2.0829 1.4553  0.221
42 H 6.3078 2.4124 -0.2749  0.212
43 H 5.6895 -2.6639 -0.0754  0.242
44 H 4.0604 -4.4391 -0.7049  0.220
45 H 1.7120 -3.8345 -1.1424  0.217
46 H 0.9567 -1.5127 -0.9064  0.215
47 H 1.6622 2.8113 -1.3885  0.227
48 H -0.6392 3.6717 -1.5147  0.218
49 H -2.8706 3.6907 -0.6745  0.222
50 H -3.4187 2.4560 0.4778  0.251
51 H -3.4268 2.1227 -1.2557  0.247

Properties
Kohn-Sham gap (eV): 8.6
F_max (Eh/bohr): 0.0222
LUMO energy (eV): 0.13
Highest occupied orbital energy (eV): -8.5
M (g/mol): 401.5
Energy relative to the best compared isomer or geometry (same formula, charge and spin) (eV): 1.371



Entry from the Open Molecules 2025 dataset: C5H5NS in the gas phase (ωB97M-V/def2-TZVPD).

Last column: natural (NBO) charge in e.
Geometry (Å):
1 C -0.8519 1.2282 -3.0665  -0.131
2 C -0.6505 0.7861 -1.7366  -0.060
3 C -1.3352 0.2524 -0.6413  -0.194
4 N -1.3064 0.9937 0.7200  -0.490
5 C -0.6191 -0.2822 0.5120  -0.183
6 C 0.7992 -0.1914 0.7007  -0.250
7 S 1.8016 -1.2880 1.4689  0.069
8 H -0.5893 1.5360 -3.9652  0.197
9 H -2.2490 -0.1628 -1.0243  0.252
10 H -0.6985 1.6975 0.5415  0.336
11 H -1.3921 -1.0232 0.9036  0.247
12 H 1.1928 0.8463 0.3917  0.207

Properties
Kohn-Sham gap (eV): 8.3
F_max (Eh/bohr): 0.2976
LUMO energy (eV): -0.78
Highest occupied orbital energy (eV): -9.1
M (g/mol): 111.2
Energy relative to the best compared isomer or geometry (same formula, charge and spin) (eV): 6.229



Look up the M of the first one. 805.0 g/mol



What is the M in the first record? 805.0 g/mol



Look up the Kohn-Sham gap of the third one. 9.6 eV